Formula: C21H22F2O3
Source: OMol25
Level of theory: ωB97M-V with the def2-TZVPD basis set

Calculated values
LUMO energy	0.59	eV
HOMO level	-0.3229	Ha
relative energy (zero: lowest compared OMol25 entry of this formula, charge and spin)	0.000	eV

ORCA input file:
```
! wB97M-V def2-TZVPD RIJCOSX def2/J DEFGRID3
* xyz 0 1
F -4.321 -0.948 2.738
F -2.616 -2.998 -2.417
O 3.222 -0.279 -0.018
O 1.887 0.535 2.721
O 2.461 1.363 -1.364
C -3.540 1.275 2.494
C -0.352 -3.616 -2.087
C -1.481 1.653 1.266
C -3.339 -0.091 2.306
C -1.234 0.275 1.196
C -2.225 -0.605 1.653
C 1.019 -2.200 -0.681
C 3.679 2.363 -3.100
C -2.619 2.137 1.899
C -4.711 1.799 3.242
C 2.028 2.751 1.824
C -1.382 -2.696 -1.892
C 1.668 1.287 1.783
C 2.350 0.519 -0.317
C -0.589 -4.904 -2.786
C 1.056 0.776 0.465
C 0.113 -0.290 0.680
C 3.691 1.219 -2.124
C -0.050 -1.328 -0.437
C 0.893 -3.268 -1.558
C -1.249 -1.534 -1.138
H -2.091 -0.844 -1.055
H -0.797 2.389 0.832
H 3.679 0.239 -2.622
H 1.953 -2.051 -0.145
H 2.685 2.508 -3.534
H 3.971 3.295 -2.603
H -2.795 3.214 1.948
H 1.149 3.344 2.114
H 0.499 -0.908 1.517
H -1.268 -4.796 -3.634
H 1.768 -3.873 -1.792
H -5.641 1.631 2.690
H 0.363 -5.308 -3.137
H -4.813 1.350 4.235
H 4.409 2.190 -3.892
H 0.570 1.584 -0.103
H -1.025 -5.663 -2.123
H -4.582 2.878 3.367
H -2.109 -1.680 1.521
H 2.415 3.140 0.872
H 2.769 2.886 2.620
H 4.533 1.281 -1.426
*
```


Formula: C21H22FNO4
Source: OMol25
Level of theory: ωB97M-V with the def2-TZVPD basis set

Calculated values
LUMO energy	0.51	eV
HOMO level	-0.3016	Ha
relative energy (zero: lowest compared OMol25 entry of this formula, charge and spin)	0.502	eV

ORCA input file:
```
! wB97M-V def2-TZVPD RIJCOSX def2/J DEFGRID3
* xyz 0 1
F 2.827 2.198 1.072
O -0.219 0.897 -1.358
O 0.539 0.776 2.655
O -0.195 -3.785 -1.742
O 0.208 3.239 1.356
N -1.859 -0.660 -3.156
C -0.046 -2.691 -0.950
C -2.920 -1.513 -2.667
C -0.208 -1.442 -1.538
C -2.086 -0.273 -4.530
C 3.445 3.161 3.127
C -0.066 -0.296 -0.747
C -0.937 -4.800 1.380
C 0.422 -4.169 1.063
C -0.092 2.029 -0.646
C 3.127 3.926 4.236
C 0.336 0.797 1.449
C -0.554 -1.289 -2.994
C 0.220 -0.401 0.617
C 1.850 4.442 4.370
C 0.264 -2.815 0.420
C 1.182 3.406 2.300
C 2.482 2.919 2.170
C 0.169 2.035 0.685
C 0.886 4.183 3.415
C -0.285 3.263 -1.467
C 0.379 -1.671 1.175
H -1.307 0.423 -4.840
H -0.052 -4.583 -1.219
H 1.008 -4.840 0.424
H -1.215 3.185 -2.026
H 1.597 5.042 5.231
H -3.870 -0.989 -2.760
H -2.747 -1.733 -1.615
H -1.547 -4.911 0.485
H -0.117 4.568 3.513
H -3.049 0.230 -4.602
H 4.433 2.751 2.988
H -0.510 -2.275 -3.483
H 0.980 -4.049 1.992
H -2.087 -1.130 -5.223
H -0.805 -5.780 1.831
H -1.481 -4.168 2.078
H 0.603 -1.725 2.230
H -2.987 -2.465 -3.218
H 3.877 4.118 4.987
H 0.186 -0.632 -3.461
H 0.531 3.360 -2.182
H -0.309 4.136 -0.824
*
```


Formula: C21H22N2O
Source: OMol25
Level of theory: ωB97M-V with the def2-TZVPD basis set

Calculated values
LUMO energy	-7.72	eV
HOMO level	-0.4754	Ha
relative energy (zero: lowest compared OMol25 entry of this formula, charge and spin)	27.601	eV

ORCA input file:
```
! wB97M-V def2-TZVPD RIJCOSX def2/J DEFGRID3
* xyz 2 1
O -4.346 2.783 -3.849
N -3.481 3.740 -1.168
N 2.770 -0.623 1.389
C 2.308 -3.356 3.322
C -5.423 3.461 -2.941
C 3.253 -4.198 0.711
C 1.506 -4.811 3.456
C -5.035 4.128 -4.496
C 1.868 -0.039 2.456
C 1.521 -5.971 2.256
C -2.105 4.392 -1.249
C -3.604 2.298 -0.647
C 4.138 -3.935 -0.674
C 3.164 -3.076 1.913
C 2.685 -0.371 -0.101
C -0.691 3.671 -0.768
C -2.311 1.435 -0.123
C 1.488 0.591 -0.712
C 0.613 0.946 2.035
C 3.895 -1.573 1.847
C 2.431 -5.639 0.892
C -4.788 4.407 -1.569
C -0.800 2.152 -0.161
C 0.437 1.230 0.397
H 2.254 -2.545 4.197
H 3.568 -3.303 -1.478
H -1.997 5.495 -1.681
H -4.672 1.772 -0.606
H 0.370 4.183 -0.812
H 0.901 -4.978 4.471
H 5.154 -3.461 -0.313
H -4.660 5.493 -1.994
H -2.389 0.323 0.295
H 4.354 -5.021 -1.109
H 4.719 -1.509 1.010
H 3.486 -0.873 -0.810
H -5.621 4.377 -0.748
H 1.365 0.813 -1.868
H 0.917 -6.996 2.348
H -5.333 3.543 -5.465
H 2.442 -6.495 0.078
H 1.991 -0.246 3.622
H -4.034 4.699 -4.288
H 4.343 -1.242 2.884
H -6.548 2.924 -2.803
H -0.102 1.408 2.852
*
```


Formula: C21H22N2O2S
Source: OMol25
Level of theory: ωB97M-V with the def2-TZVPD basis set

Calculated values
LUMO energy	0.25	eV
HOMO level	-0.3017	Ha
relative energy (zero: lowest compared OMol25 entry of this formula, charge and spin)	4.118	eV

ORCA input file:
```
! wB97M-V def2-TZVPD RIJCOSX def2/J DEFGRID3
* xyz 0 1
S -3.727 6.676 -4.587
O -0.655 -7.216 3.378
O -2.831 -2.081 0.317
N -1.713 4.791 -3.866
N 0.543 -0.883 0.519
C -0.586 -1.478 -0.239
C 0.329 -0.032 1.686
C 1.200 3.703 -0.994
C -2.643 5.618 -4.025
C -2.030 -5.868 2.007
C -0.825 4.299 -2.840
C -1.617 -2.490 0.344
C -0.747 -6.166 2.533
C 1.961 0.724 -0.754
C -1.324 -3.807 1.017
C -1.022 4.512 -1.498
C -0.044 4.184 -0.563
C 0.267 -5.333 2.227
C 1.407 3.563 -2.362
C 0.325 3.714 -3.273
C 2.102 3.189 0.096
C 0.468 1.439 1.249
C -2.381 -4.813 1.246
C -0.017 -4.155 1.488
C 1.881 1.681 0.516
C 1.686 -0.637 -0.381
H 0.436 3.316 -4.279
H 1.340 -5.485 2.480
H -1.965 5.023 -1.085
H -3.380 -4.587 0.974
H 1.059 -0.226 2.416
H 0.306 2.104 2.145
H 0.813 -3.434 1.318
H -1.197 -0.582 -0.512
H -0.623 -0.103 2.132
H 1.640 -1.343 -1.239
H 1.157 1.063 -1.436
H 3.031 3.331 -0.332
H 2.995 0.899 -1.230
H 2.008 3.837 1.038
H -0.208 1.880 0.505
H 2.231 2.906 -2.738
H -1.504 -7.682 3.573
H -0.203 4.256 0.510
H -0.373 -2.049 -1.166
H -2.769 -6.574 2.293
H 2.600 -1.059 0.128
H 2.598 1.376 1.264
*
```


Formula: C21H22N2O4S
Source: OMol25
Level of theory: ωB97M-V with the def2-TZVPD basis set

Calculated values
LUMO energy	-0.25	eV
HOMO level	-0.3284	Ha
relative energy (zero: lowest compared OMol25 entry of this formula, charge and spin)	1.862	eV

ORCA input file:
```
! wB97M-V def2-TZVPD RIJCOSX def2/J DEFGRID3
* xyz 0 1
S -5.126 0.023 -1.550
O 3.271 2.143 -2.425
O -2.288 -0.865 -1.600
O -0.413 0.382 3.727
O -2.916 0.592 2.489
N 2.438 1.221 0.133
N 0.384 -0.238 1.642
C 3.342 0.439 -0.697
C -1.625 -0.043 0.495
C 2.555 0.903 1.545
C -3.812 0.568 -0.556
C -0.506 -2.897 0.753
C -0.539 0.148 2.536
C -2.555 -0.171 -0.632
C 0.193 -4.567 -0.819
C -0.386 -4.226 0.393
C 0.650 -3.574 -1.666
C 1.788 -0.374 1.915
C -0.046 -1.897 -0.095
C -1.828 0.252 1.797
C -4.135 1.727 0.102
C 3.094 0.771 -2.169
C 2.403 2.904 -1.622
C -0.177 -0.447 0.324
C 0.534 -2.243 -1.305
C -6.095 1.335 -1.036
C 2.642 2.636 -0.136
C -5.442 2.162 -0.172
H 3.805 0.243 -2.807
H 0.340 0.195 -0.399
H 2.600 3.951 -1.860
H -5.879 3.048 0.253
H 1.357 2.664 -1.869
H -0.961 -2.630 1.696
H 0.282 -5.605 -1.102
H 3.606 0.789 1.857
H -7.100 1.425 -1.401
H 1.096 -3.834 -2.615
H 0.881 -1.470 -1.974
H 4.397 0.659 -0.451
H 2.119 1.727 2.115
H 3.158 -0.624 -0.532
H 3.666 2.954 0.127
H 1.899 -0.550 2.988
H 2.069 0.476 -2.441
H 1.930 3.215 0.456
H 2.168 -1.239 1.366
H -2.632 0.683 3.420
H -0.748 -4.997 1.056
H -3.456 2.256 0.743
*
```


Formula: C21H22N2O6PtS2
Source: OMol25
Level of theory: ωB97M-V with the def2-TZVPD basis set

Calculated values
LUMO energy (alpha / beta)	4.00 / 4.00	eV
HOMO level (alpha / beta)	0.0304 / 0.0304	Ha

ORCA input file:
```
! wB97M-V def2-TZVPD RIJCOSX def2/J DEFGRID3
* xyz -2 1
Pt 0.553 -0.511 -1.038
S -0.886 -0.793 -3.577
S -1.256 -2.926 -0.859
O -1.988 -3.681 -1.842
O 0.163 -2.593 -1.221
O 0.582 -0.633 -3.322
O -1.199 -2.101 -4.109
O -1.298 0.300 -4.471
O -1.319 -3.579 0.454
N 3.027 -0.337 -0.403
N 0.982 1.400 -0.855
C 0.442 -1.539 2.095
C 4.947 0.104 1.544
C 3.911 -1.270 -0.094
C -0.754 -0.628 1.770
C 2.085 1.838 -0.167
C 4.041 1.089 1.221
C -3.057 0.272 -2.383
C 0.120 2.298 -1.349
C 4.897 -1.114 0.870
C -3.399 -1.436 -0.206
C 2.229 3.207 0.089
C -1.968 -1.141 2.558
C -1.998 -1.246 -0.700
C -1.036 -0.400 0.244
C -1.983 -0.540 -2.080
C -0.389 0.762 2.319
C -4.413 -0.625 -0.600
C 1.310 4.118 -0.373
C -4.224 0.346 -1.610
C 3.073 0.855 0.231
C 0.233 3.655 -1.134
H -5.399 -0.750 -0.157
H -3.565 -2.260 0.474
H 0.565 -1.608 3.184
H -1.779 -1.018 3.633
H 1.425 5.176 -0.175
H -1.229 1.457 2.222
H 5.595 -1.911 1.084
H -5.017 1.035 -1.882
H -1.466 0.610 0.182
H -0.111 0.696 3.377
H -2.112 -2.199 2.348
H 1.359 -1.133 1.661
H 3.096 3.549 0.638
H 0.458 1.170 1.761
H 5.680 0.267 2.324
H 0.279 -2.533 1.697
H -0.498 4.336 -1.544
H 3.821 -2.199 -0.649
H 4.045 2.031 1.754
H -2.877 -0.595 2.298
H -2.996 0.841 -3.299
H -0.700 1.887 -1.932
*
```